*a*
Density functional theory data (the ωB97M-V functional and the def2-TZVPD basis) for one molecule with the formula CH4NOP.

```
8
Properties=species:S:1:pos:R:3:lowdin_charge:R:1
C -0.5370 -1.7690 -0.0133 -0.07
N 0.2613 -0.8842 -0.3337 -0.05
O -0.1272 0.5387 0.1542 -0.63
P 1.0194 1.6636 -0.1063 0.73
H -0.1318 -2.7451 -0.3919 0.10
H -1.2890 -1.5303 0.8149 0.11
H 0.7144 2.4774 1.0251 -0.12
H 0.0899 2.2488 -1.1489 -0.07
```

## Properties
Molar mass in Da: 77.02
Kohn-Sham gap in eV: 10.28
Charge: 0
2S+1: 1
HOMO level in eV: -9.2
SMILES string: C=NOP


*b*
Density functional theory data (the ωB97M-V functional and the def2-TZVPD basis) for one molecule with the formula CH4NOP.

```
8
Properties=species:S:1:pos:R:3:lowdin_charge:R:1
C 0.5043 -0.9723 0.7193 -0.06
N 0.4652 0.3224 -1.1717 -0.19
O -1.6985 0.7503 0.1800 -0.30
P -0.0186 0.8275 0.3295 0.65
H 1.4756 -1.4143 0.5564 0.01
H 1.5004 0.3847 -1.0909 -0.01
H -2.0224 1.6008 0.2193 -0.03
H -0.2060 -1.4991 0.2581 -0.07
```

## Properties
Molar mass in Da: 77.02
Kohn-Sham gap (alpha / beta) in eV: 8.21 / 8.08
Charge: 0
2S+1: 1
HOMO level (alpha / beta) in eV: -8.8 / -8.9


The structure with the greatest stability is *b*.


*a*
Density functional theory data (the ωB97M-V functional and the def2-TZVPD basis) for a 2-piece molecular cluster, C5H11IN overall.

```
18
Properties=species:S:1:pos:R:3:lowdin_charge:R:1
C 1.3723 1.1919 0.2380 -0.13
C 0.5558 0.8510 -0.9405 -0.14
C 1.1057 -0.2443 0.8028 -0.16
C -0.2697 -1.6183 -0.9100 -0.03
C -1.7660 0.5261 0.9191 -0.40
N 0.0372 -0.3344 -0.1619 -0.20
I -3.5210 -0.2053 0.0025 0.94
H 2.4300 1.3549 0.2610 0.11
H 0.9598 1.8923 1.0977 0.16
H -0.2653 1.4685 -1.4339 0.15
H 1.1560 0.4461 -1.7865 0.15
H 1.9005 -1.0234 0.5965 0.14
H 0.8611 -0.4461 1.8695 0.13
H -0.8417 -1.3009 -1.9091 0.14
H 0.6078 -2.1871 -1.1203 0.08
H -0.9450 -2.2407 -0.3333 0.07
H -1.9437 0.3311 1.9598 0.00
H -1.4338 1.5387 0.8487 0.01
```

## Properties
Molar mass in Da: 212.05
Kohn-Sham gap (alpha / beta) in eV: 8.14 / 8.14
Charge: +1
2S+1: 1
HOMO level (alpha / beta) in eV: -13.9 / -13.9


*b*
Density functional theory data (the ωB97M-V functional and the def2-TZVPD basis) for a 2-piece molecular cluster, C5H11IN overall.

```
18
Properties=species:S:1:pos:R:3:lowdin_charge:R:1
C -1.7200 0.4334 -0.4706 -0.15
C -1.3281 -0.2103 0.8721 -0.04
C -0.7403 -0.1161 -1.4701 -0.14
C 0.1326 -0.6767 0.6094 -0.16
C 1.1773 -1.1912 1.4767 0.05
N 0.3430 -0.6243 -0.6847 0.13
I 2.7547 2.4464 -0.4679 0.33
H -2.7805 0.2377 -0.6889 0.14
H -1.6426 1.4488 -0.4651 0.08
H -1.5589 0.4615 1.7486 0.15
H -1.9585 -1.1946 1.0295 0.18
H -1.2686 -0.8941 -2.0793 0.15
H -0.3364 0.6345 -2.2198 0.15
H 1.3465 -2.1002 1.0306 0.09
H 1.0438 -1.1076 2.5028 0.09
H 2.0818 -0.6342 1.2287 0.11
H 1.1240 -0.8749 -1.1137 0.12
H 3.3302 3.9618 -0.8383 -0.27
```

## Properties
Molar mass in Da: 212.05
Kohn-Sham gap in eV: 8.90
Charge: +1
2S+1: 1
HOMO level in eV: -13.2


The structure with the greatest stability is *b*.


*a*
Density functional theory data (the ωB97M-V functional and the def2-TZVPD basis) for one molecule with the formula C3H10N4O.

```
18
Properties=species:S:1:pos:R:3:lowdin_charge:R:1
C 2.3244 0.2901 0.8998 -0.21
C -1.0265 -0.3374 0.2127 -0.52
C -1.4037 0.1122 -2.1539 -0.10
H 2.4181 -0.1164 2.1138 0.11
H 3.3987 0.8736 0.7990 0.08
H 2.6639 -0.6992 0.1305 0.11
H 0.3090 1.3312 1.3491 0.21
H 0.8496 -0.9527 -0.7785 0.14
H -2.9515 -0.6387 -0.6995 0.17
H -0.2892 -0.1777 -2.3751 0.10
H -2.1477 -0.1514 -2.9138 0.06
H -1.5530 1.2218 -2.0668 0.08
H 0.0405 -0.7370 2.2517 0.13
N 0.9678 0.8608 0.3839 -0.11
N 0.3802 -0.5406 0.1133 -0.06
N -1.8871 -0.5087 -0.8726 -0.04
N -1.5111 0.0719 1.2796 0.01
O -0.5823 0.0981 2.3270 -0.16
```

## Properties
Molar mass in Da: 118.14
Kohn-Sham gap in eV: 9.47
Charge: 0
2S+1: 1
HOMO level in eV: -8.7
SMILES string: CNN/C(=N\O)NC


*b*
Density functional theory data (the ωB97M-V functional and the def2-TZVPD basis) for a 2-piece molecular cluster, C3H10N4O overall.

```
18
Properties=species:S:1:pos:R:3:lowdin_charge:R:1
N 1.9852 -0.5109 0.6444 0.10
C 1.5053 0.8073 0.6856 -0.65
N 1.4218 1.4219 -0.5302 0.12
N 1.2058 1.4686 1.7404 0.08
H 1.9698 -0.8884 1.5795 0.08
H 1.5245 -1.1289 -0.0106 0.07
H 1.6300 0.9618 -1.3949 0.10
H 1.3593 2.4220 -0.5172 0.10
H 1.5201 0.9831 2.5759 0.02
C -2.0013 0.4028 -0.6455 -0.01
C -1.3751 -0.9167 -1.0121 -0.62
N -1.1639 -1.8015 0.0019 0.15
O -1.0826 -1.1947 -2.1592 0.03
H -1.2664 1.1944 -0.7838 0.07
H -2.3116 0.4667 0.3984 0.08
H -2.8587 0.5694 -1.2928 0.09
H -1.2862 -1.5621 0.9676 0.10
H -0.7758 -2.6949 -0.2475 0.11
```

## Properties
Molar mass in Da: 118.14
Kohn-Sham gap in eV: 9.64
Charge: 0
2S+1: 1
HOMO level in eV: -9.0
SMILES string: CC(N)=O.N=C(N)N


The structure with the greatest stability is *b*.